(1)
Molecular formula: C12H21CrO3P
Method: DFT, the ωB97M-V functional and the def2-TZVPD basis

Last column: natural (NBO) charge in e.
Geometry (Å):
O  0.585  4.600  -3.573  -0.4400
C  0.127  3.589  -3.377  0.4472
Cr  0.147  -1.319  -2.416  1.1928
C  2.074  -1.687  -2.792  0.4358
C  -1.717  -1.863  -2.804  0.4030
O  3.186  -1.632  -2.931  -0.2574
O  -2.838  -1.834  -3.030  -0.2499
C  1.067  -2.755  -0.282  -0.6143
C  0.123  -1.749  0.419  -0.5178
C  0.480  -1.572  1.878  -0.6282
P  -0.145  -0.092  -0.430  0.6973
C  -1.914  0.502  0.057  -0.4225
C  -2.397  0.224  1.484  -0.6430
C  -2.144  1.954  -0.347  -0.6352
C  1.073  1.156  0.372  -0.4484
C  0.656  1.692  1.788  -0.6272
C  2.499  0.550  0.144  -0.6164
H  2.104  -2.434  -0.357  0.2401
H  0.729  -3.087  -1.287  0.1603
H  1.081  -3.660  0.320  0.3016
H  -0.912  -2.170  0.372  0.2472
H  1.463  -1.113  1.964  0.2232
H  -0.253  -1.001  2.440  0.2464
H  0.528  -2.533  2.375  0.2499
H  -2.490  -0.124  -0.648  0.2100
H  -1.883  0.775  2.275  0.2340
H  -3.444  0.585  1.562  0.2599
H  -2.434  -0.826  1.766  0.2224
H  -1.870  2.184  -1.390  0.2240
H  -3.194  2.223  -0.240  0.2577
H  -1.578  2.644  0.294  0.2244
H  0.998  2.055  -0.287  0.2568
H  0.596  0.919  2.534  0.2201
H  1.356  2.432  2.156  0.2599
H  -0.298  2.229  1.796  0.2291
H  2.664  0.239  -0.895  0.1848
H  3.299  1.242  0.361  0.2653
H  2.677  -0.341  0.730  0.2070

Force components x, y, z for each atom (eV/Å):
O -0.38 -0.75 0.13
C 0.39 0.69 -0.11
Cr 1.08 0.09 0.74
C 2.99 0.32 -1.09
C -5.87 -0.30 -1.39
O -1.00 -0.34 0.14
O 3.45 -0.33 0.74
C -0.20 0.81 0.41
C -1.25 -0.04 -0.25
C 0.36 -0.13 0.37
P -0.36 1.98 2.60
C 0.28 -0.82 -0.72
C -0.68 0.29 0.30
C 0.63 0.64 -0.23
C 0.00 0.39 -1.01
C 0.02 -0.38 -0.50
C -0.56 0.09 0.08
H -0.01 0.19 0.04
H -0.24 -0.28 -0.27
H -0.15 -0.34 -0.21
H 0.58 0.03 0.03
H -0.15 -0.01 0.27
H 0.03 0.14 -0.19
H 0.07 -0.41 0.01
H -0.19 0.12 0.38
H 0.22 -0.09 -0.33
H 0.47 -0.23 -0.26
H 0.13 -0.12 -0.13
H 0.00 -0.21 0.28
H -0.07 -0.20 0.07
H -0.20 -0.20 -0.22
H 0.00 -0.69 0.17
H 0.06 -0.21 0.22
H 0.55 0.04 -0.23
H 0.16 -0.31 -0.35
H -0.26 0.28 -0.02
H 0.06 0.37 0.22
H 0.06 -0.10 0.32

Summary:
- gap between HOMO and LUMO (alpha / beta) (Ha) = 0.2153 / 0.2645
- total charge = +2
- largest force on an atom (eV/Å) = 6.04
- multiplicity = 5
- ⟨S²⟩ = 6.031


(2)
Molecular formula: C12H21EuN5O5S
Method: DFT, the ωB97M-V functional and the def2-TZVPD basis

Last column: Mulliken charge in e.
Geometry (Å):
Eu  -0.282  0.410  -0.480  1.0600
C  -2.575  2.199  1.441  -0.8110
C  -1.529  1.971  2.541  -0.7520
N  -0.284  1.489  1.915  -0.0005
C  0.506  0.607  2.779  -0.7342
C  -0.161  -0.759  3.005  -0.7292
S  -1.061  -1.493  1.573  -0.0843
C  -2.809  -1.001  1.907  -0.5981
C  -3.416  -0.072  0.851  -0.8850
N  -2.573  1.073  0.495  -0.0897
H  -3.559  2.354  1.903  0.3712
H  -2.295  3.099  0.884  0.3848
H  -1.386  2.904  3.099  0.3686
H  -1.882  1.212  3.241  0.2550
H  0.292  2.297  1.662  0.3382
H  1.481  0.462  2.298  0.2973
H  0.679  1.053  3.771  0.4116
H  0.600  -1.499  3.249  0.4625
H  -0.869  -0.730  3.830  0.4749
H  -3.374  -1.934  1.918  0.5355
H  -2.846  -0.581  2.908  0.3070
H  -3.564  -0.651  -0.067  0.4037
H  -4.396  0.257  1.228  0.4129
H  -2.913  1.427  -0.402  0.3096
O  -2.101  2.450  -3.318  -0.6074
C  -1.393  1.819  -2.584  0.3602
O  -0.840  2.171  -1.469  -0.5477
C  -0.983  0.328  -2.610  0.8002
O  0.231  0.048  -2.774  -0.5864
O  -1.683  -0.397  -1.817  -0.5108
C  4.192  -1.875  -3.238  -1.0790
N  3.273  -1.315  -2.277  0.1081
C  3.412  0.020  -1.754  -0.4668
C  2.243  0.074  -0.789  0.3465
O  1.862  1.036  -0.117  -0.6500
N  1.627  -1.128  -0.765  -0.3878
C  2.239  -1.910  -1.685  0.5274
N  1.863  -3.159  -1.924  -0.3696
H  4.726  -1.059  -3.721  0.3669
H  3.664  -2.438  -4.009  0.3943
H  4.920  -2.523  -2.742  0.3475
H  3.314  0.781  -2.534  0.3737
H  4.367  0.164  -1.236  0.4365
H  1.029  -3.515  -1.487  0.2403
H  2.254  -3.665  -2.700  0.1953

Force components x, y, z for each atom (eV/Å):
Eu 0.67 -0.70 6.28
C 0.38 -0.09 0.26
C -0.27 -0.01 -0.44
N 0.42 0.42 0.19
C 0.12 -0.11 0.05
C -0.07 -0.10 -0.34
S -0.30 0.08 0.62
C 0.21 -0.13 -0.26
C 0.06 -0.19 0.12
N -0.50 0.13 -0.41
H 0.07 0.05 -0.16
H -0.15 -0.12 0.01
H 0.06 -0.21 0.01
H 0.09 0.12 0.00
H -0.11 -0.22 0.20
H -0.18 0.06 0.12
H 0.08 -0.07 -0.18
H 0.00 0.08 0.14
H -0.02 -0.08 0.03
H -0.03 0.11 0.06
H 0.02 -0.02 0.03
H -0.07 0.14 0.12
H 0.06 -0.09 -0.14
H -0.02 -0.08 0.31
O 0.20 -0.25 0.02
C -0.78 0.20 -1.38
O -0.19 2.07 -0.14
C -0.31 -0.33 -2.53
O -0.65 0.23 -0.78
O -1.68 -0.80 -1.90
C 0.26 -0.32 -0.06
N -0.32 -0.08 0.03
C -0.08 0.56 0.14
C 1.71 -1.22 -0.32
O 1.05 0.67 0.08
N 0.21 -0.04 0.37
C 0.25 0.24 -0.05
N 0.07 0.15 -0.11
H -0.06 -0.07 -0.02
H 0.00 0.06 0.01
H -0.03 0.01 -0.11
H -0.04 -0.06 0.07
H -0.10 0.00 0.00
H 0.00 0.07 -0.01
H -0.03 -0.07 0.08

Summary:
- gap between HOMO and LUMO (alpha / beta) (Ha) = 0.3326 / 0.3467
- total charge = +1
- largest force on an atom (eV/Å) = 6.35
- energy above the lowest of the compared OMol25 structures with the same formula, charge and spin (kcal per mole) = 25.1
- multiplicity = 7
- ⟨S²⟩ = 12.010


(3)
Molecular formula: C12H21I2LuN2O
Method: DFT, the ωB97M-V functional and the def2-TZVPD basis

Last column: natural (NBO) charge in e.
Geometry (Å):
C  2.107  2.778  -1.262  -0.7112
I  2.803  0.222  0.114  -0.2754
H  1.415  3.606  -1.450  0.2021
H  2.411  2.353  -2.225  0.1910
H  2.996  3.178  -0.773  0.1997
C  -0.235  -1.964  -3.694  -0.3963
C  -0.477  -0.583  -1.905  0.0274
N  -0.186  -1.856  -2.318  -0.3592
H  -0.676  -0.391  -5.183  0.2036
I  -3.476  -0.935  0.297  -0.6376
N  -0.690  0.089  -3.077  -0.3588
H  -0.062  -2.892  -4.208  0.2043
Lu  -0.835  -0.099  0.408  1.4565
C  1.442  1.712  -0.453  0.1265
O  0.192  1.701  -0.247  -0.8202
C  -0.541  -0.740  -4.173  -0.1168
C  -1.016  1.499  -3.191  -0.4324
H  -1.533  1.671  -4.146  0.1903
H  -0.110  2.128  -3.175  0.2118
H  -1.671  1.819  -2.368  0.2289
C  0.113  -2.942  -1.407  -0.4883
H  0.361  -3.845  -1.980  0.2105
H  -0.748  -3.163  -0.753  0.2211
H  0.972  -2.697  -0.760  0.2279
C  1.635  -0.719  3.812  -0.6002
C  0.265  -0.057  3.859  -0.1184
C  -0.676  -0.870  4.736  -0.5991
C  0.399  1.356  4.414  -0.5994
C  -0.408  0.039  2.503  -1.2316
H  2.056  -0.796  4.826  0.1655
H  2.336  -0.148  3.194  0.2124
H  1.571  -1.730  3.396  0.2003
H  -0.308  -0.944  5.769  0.1509
H  -1.669  -0.407  4.763  0.1968
H  -0.793  -1.887  4.342  0.2074
H  1.091  1.959  3.813  0.2053
H  -0.572  1.866  4.415  0.1930
H  0.773  1.343  5.450  0.1570
H  -1.358  0.593  2.728  0.1547

Force components x, y, z for each atom (eV/Å):
C -0.15 -0.21 -0.16
I 0.01 -0.73 0.04
H -0.08 -0.11 0.08
H 0.24 0.23 -0.28
H 0.17 0.02 0.00
C 0.07 -0.01 0.00
C 0.41 -1.05 -1.54
N -0.30 0.83 -0.35
H 0.03 -0.03 0.09
I -1.25 -0.24 -0.35
N 0.10 -0.39 0.55
H 0.07 0.01 0.01
Lu 0.87 1.29 2.24
C 1.14 1.46 -0.27
O -1.50 -0.25 0.07
C -0.02 -0.12 0.16
C -0.01 0.57 0.04
H 0.10 -0.16 0.28
H -0.29 -0.35 0.09
H 0.29 -0.24 -0.26
C 0.07 -0.34 0.49
H -0.08 0.29 0.15
H 0.15 0.10 -0.32
H -0.20 0.03 -0.34
C 0.20 -0.04 0.09
C -0.66 0.12 -0.95
C -0.03 -0.29 0.73
C 0.26 0.33 0.55
C 0.70 -0.47 -0.69
H 0.03 -0.02 -0.04
H -0.17 -0.04 0.06
H -0.08 0.07 -0.02
H 0.03 -0.05 0.28
H 0.12 -0.06 -0.04
H 0.03 0.22 -0.03
H -0.14 -0.19 -0.01
H 0.11 -0.11 -0.02
H 0.05 0.08 0.13
H -0.30 -0.17 -0.44

Summary:
- gap between HOMO and LUMO (alpha / beta) (Ha) = 0.1408 / 0.0575
- total charge = -2
- largest force on an atom (eV/Å) = 2.72
- energy above the lowest of the compared OMol25 structures with the same formula, charge and spin (kcal per mole) = 17.7


(4)
Molecular formula: C12H21N5O3S2
Method: DFT, the ωB97M-V functional and the def2-TZVPD basis

Last column: natural (NBO) charge in e.
Geometry (Å):
O  -1.788  -1.629  -0.535  -0.4672
O  -0.903  -2.899  1.013  -0.4226
O  0.699  3.141  -3.439  -1.0030
N  -0.822  2.261  0.574  -0.4738
S  0.070  3.085  2.864  0.3626
C  -0.893  1.988  1.833  0.1235
C  0.583  3.907  1.392  -0.4068
C  0.579  -2.096  -2.069  0.4597
C  0.216  -2.586  -0.844  -0.3209
C  -0.008  3.381  0.318  0.0837
N  1.688  -2.478  -2.780  -0.5914
N  -1.179  0.081  3.500  -0.4448
N  -0.207  -1.164  -2.667  -0.6205
N  -0.899  -2.337  -0.072  0.5136
S  0.994  2.565  -2.108  1.2566
C  2.621  -3.505  -2.334  -0.4263
C  0.252  -0.373  3.451  -0.4207
C  -2.096  -0.989  3.956  -0.4171
C  -1.685  0.778  2.287  -0.2768
C  0.118  3.843  -1.100  -0.5991
C  0.400  0.133  -3.077  -0.2386
C  0.028  1.045  -1.975  -0.6351
H  1.275  4.711  1.374  0.2381
H  0.890  -3.316  -0.404  0.2194
H  1.668  -2.249  -3.760  0.4091
H  -1.156  -1.123  -2.310  0.4326
H  3.075  -3.286  -1.313  0.2110
H  3.508  -3.640  -2.977  0.2234
H  2.126  -4.467  -2.297  0.1985
H  0.411  -0.958  2.555  0.1774
H  0.887  0.509  3.445  0.1997
H  0.501  -1.004  4.304  0.2058
H  -3.109  -0.584  4.104  0.1957
H  -1.742  -1.358  4.932  0.2009
H  -2.158  -1.804  3.186  0.1913
H  -1.713  0.131  1.416  0.2111
H  -2.738  1.056  2.474  0.2235
H  -0.868  4.065  -1.524  0.2520
H  0.744  4.754  -1.088  0.2440
H  1.491  0.054  -3.194  0.2100
H  0.023  0.491  -4.043  0.2274
H  0.164  0.563  -0.994  0.2535
H  -1.050  1.302  -2.077  0.2409

Force components x, y, z for each atom (eV/Å):
O -1.00 0.39 0.54
O -0.86 0.36 0.56
O 0.26 -0.39 -1.26
N 0.33 0.84 0.08
S -0.28 -0.31 -1.33
C 0.47 0.16 0.35
C -0.40 -0.53 1.22
C -0.77 0.46 -0.36
C 2.55 -1.84 -0.16
C -1.09 -1.04 -0.27
N 0.28 0.11 0.86
N 0.21 0.32 0.41
N 0.49 0.30 -1.91
N 0.94 -0.29 -0.70
S -0.09 1.39 0.34
C 0.87 0.12 1.09
C -1.59 0.59 -0.33
C 0.35 0.26 -0.81
C 0.30 -0.41 1.15
C 0.27 -0.63 1.43
C -0.01 -1.01 -0.74
C -1.39 1.48 1.08
H 0.37 0.56 0.28
H -0.46 0.08 0.08
H -0.05 0.02 0.09
H 0.37 0.22 0.27
H -0.86 -0.08 -1.14
H -0.69 0.52 -0.12
H -0.12 -0.33 0.21
H 0.32 -0.34 -0.47
H 0.18 -0.12 -0.01
H -0.24 0.20 0.08
H 0.33 -0.02 -0.09
H -0.10 -0.05 -0.50
H 0.04 0.31 0.75
H 0.03 -0.34 -0.37
H 0.44 0.07 0.08
H 0.33 -0.28 -0.25
H -0.15 -0.56 -0.53
H -0.31 -0.31 0.18
H -0.03 -0.22 0.29
H 0.15 0.40 -0.32
H 0.60 -0.06 0.26

Summary:
- gap between HOMO and LUMO (Ha) = 0.3115
- total charge = 0
- largest force on an atom (eV/Å) = 3.14
- energy above the lowest of the compared OMol25 structures with the same formula, charge and spin (kcal per mole) = 86.8


(5)
Molecular formula: C12H22AlGeNO4
Method: DFT, the ωB97M-V functional and the def2-TZVPD basis

Last column: natural (NBO) charge in e.
Geometry (Å):
Al  0.151  -0.893  0.450  2.0826
O  0.181  2.840  -0.077  -0.3579
C  0.411  1.703  -0.092  0.6884
O  -0.462  0.759  0.683  -1.0235
C  1.592  0.901  -0.735  0.6749
O  2.434  1.457  -1.338  -0.3894
O  1.511  -0.416  -0.461  -0.8904
C  3.440  3.078  4.661  -0.6170
C  2.008  3.362  5.095  -0.3968
C  1.015  2.272  4.688  -0.4021
C  0.932  2.117  3.160  -0.8610
Ge  -0.390  0.818  2.652  1.6152
C  0.211  -1.103  2.614  -1.0436
C  0.505  -1.643  4.051  -0.3592
C  0.912  -3.109  4.039  -0.4012
C  1.204  -3.624  5.444  -0.6079
H  4.115  3.840  5.046  0.2477
H  3.556  3.080  3.575  0.1952
H  3.785  2.114  5.043  0.2054
H  1.670  4.321  4.693  0.2142
H  1.967  3.454  6.181  0.2331
H  0.025  2.517  5.083  0.2228
H  1.318  1.323  5.145  0.1989
H  1.891  1.805  2.738  0.2530
H  0.651  3.066  2.695  0.2789
H  -1.850  0.873  3.068  -0.0921
H  1.200  -1.301  2.113  0.2652
H  -0.576  -1.773  2.211  0.2583
H  -0.399  -1.497  4.647  0.2357
H  1.288  -1.023  4.489  0.2341
H  1.800  -3.232  3.409  0.2060
H  0.110  -3.702  3.587  0.2004
H  2.021  -3.067  5.904  0.2213
H  1.493  -4.673  5.416  0.2438
H  0.327  -3.536  6.086  0.2206
C  -1.884  -4.271  -1.574  -0.7695
C  -1.240  -3.213  -0.851  0.7267
N  -0.724  -2.364  -0.272  -0.6804
H  -2.687  -4.683  -0.960  0.3201
H  -1.143  -5.042  -1.799  0.3246
H  -2.289  -3.860  -2.502  0.3246

Force components x, y, z for each atom (eV/Å):
Al 0.11 -0.19 0.12
O 0.05 -0.03 -0.02
C -0.11 -0.01 0.10
O 0.03 0.06 -0.05
C 0.11 0.05 -0.02
O -0.10 -0.04 0.02
O 0.09 0.05 -0.11
C 0.01 0.00 0.00
C 0.01 0.01 0.01
C -0.07 -0.07 0.05
C 0.06 -0.01 -0.08
Ge 0.03 0.21 0.13
C 0.17 0.05 -0.21
C -0.19 0.05 -0.05
C 0.05 -0.06 0.06
C -0.01 0.03 -0.01
H -0.01 0.00 0.01
H 0.00 0.00 0.00
H 0.00 0.00 -0.01
H 0.00 -0.01 -0.01
H -0.01 0.01 0.00
H 0.01 -0.01 0.03
H -0.01 0.02 0.01
H -0.01 0.04 -0.01
H 0.00 -0.02 -0.03
H -0.01 -0.02 -0.02
H -0.08 0.09 -0.02
H -0.05 -0.17 0.14
H 0.02 -0.03 0.04
H 0.03 -0.02 -0.01
H -0.01 0.00 0.00
H -0.01 0.00 -0.01
H 0.00 0.00 0.00
H 0.00 0.00 0.00
H 0.00 0.00 0.00
C -0.01 -0.04 -0.04
C 0.08 0.11 0.08
N -0.13 0.02 -0.05
H -0.01 -0.02 -0.03
H -0.03 -0.01 -0.01
H -0.01 -0.04 0.00

Summary:
- gap between HOMO and LUMO (Ha) = 0.3483
- total charge = +2
- largest force on an atom (eV/Å) = 0.28
- energy above the lowest of the compared OMol25 structures with the same formula, charge and spin (kcal per mole) = 0.0


Q: Among the records above, which one has the lowest largest force on an atom?
A: C12H22AlGeNO4